[1]
The following is a quantum chemistry calculation of a molecular structure, C35H47BN6O5S3Zr at a distorted geometry, from the OMol25 dataset.

multiplicity	1
total charge	+2

Atoms and positions in Å:
Zr  0.4985  1.0878  -2.6933
C  4.0420  2.7635  0.4781
C  3.1712  1.6073  0.8572
C  3.5591  0.6303  1.7193
C  2.7349  -0.5023  1.9856
N  1.6356  -0.6897  1.3149
N  1.2388  0.2935  0.4830
B  -0.0802  -0.0294  -0.1172
N  -1.2103  0.9669  0.0430
N  -1.1846  1.5293  1.2569
C  -2.1692  2.3289  1.5615
C  -3.1811  2.6251  0.6048
C  -3.1954  2.0500  -0.6283
C  -4.2222  2.3561  -1.6737
C  -2.1362  1.1472  -0.9066
S  -1.9556  0.2402  -2.3677
C  -2.2099  2.9179  2.9581
C  -3.5255  2.4789  3.6202
C  -2.1595  4.4501  2.8455
C  -1.0286  2.4244  3.7912
N  -0.4956  -1.4618  -0.1180
N  -1.3213  -1.7851  0.8870
C  -1.6168  -3.0496  1.0137
C  -1.0802  -4.0124  0.1093
C  -0.2718  -3.6581  -0.9258
C  0.2820  -4.6272  -1.9247
C  0.0146  -2.2729  -1.0370
S  0.9714  -1.5524  -2.2675
C  -2.5323  -3.4669  2.1505
C  -1.7526  -4.4284  3.0614
C  -2.9835  -2.2515  2.9577
C  -3.7588  -4.1771  1.5583
C  1.8846  1.4631  0.2639
S  1.1665  2.6746  -0.7088
C  3.0338  -1.5520  3.0501
C  3.0107  -2.9453  2.4090
C  4.3859  -1.3093  3.7200
C  1.9174  -1.4522  4.1052
H  4.9493  2.7789  1.0771
H  3.5165  3.7116  0.5995
H  4.3093  2.6866  -0.5799
H  4.5360  0.6896  2.1803
H  -3.9476  3.3458  0.8607
H  -4.9863  3.0255  -1.2850
H  -4.6997  1.4417  -2.0290
H  -3.7459  2.8260  -2.5362
H  -4.4024  2.8482  3.0841
H  -3.5689  2.8781  4.6342
H  -3.5902  1.3899  3.6823
H  -3.0214  4.8558  2.3115
H  -1.2512  4.7779  2.3349
H  -2.1606  4.8843  3.8458
H  -1.0299  1.3361  3.8836
H  -1.0991  2.8552  4.7901
H  -0.0752  2.7283  3.3532
H  -1.3373  -5.0563  0.2428
H  -0.0213  -5.6450  -1.6904
H  1.3726  -4.5789  -1.9441
H  -0.0678  -4.3783  -2.9287
H  -0.8551  -3.9491  3.4612
H  -1.4533  -5.3409  2.5407
H  -2.3819  -4.7216  3.9026
H  -2.1336  -1.7148  3.3846
H  -3.6233  -2.5893  3.7732
H  -3.5527  -1.5517  2.3415
H  -3.4894  -5.0808  1.0077
H  -4.3096  -3.5156  0.8861
H  -4.4303  -4.4734  2.3650
H  3.7867  -3.0435  1.6455
H  2.0421  -3.1479  1.9479
H  3.1942  -3.6997  3.1752
H  5.2158  -1.3929  3.0136
H  4.5384  -2.0641  4.4914
H  4.4335  -0.3332  4.2080
H  0.9392  -1.6305  3.6524
H  1.9054  -0.4666  4.5785
H  2.0856  -2.1980  4.8835
O  1.5228  3.9619  -3.3160
C  0.7870  3.2275  -3.9105
O  -0.3443  2.7045  -3.3636
C  1.1715  2.5925  -5.2558
C  0.0779  1.6177  -5.7217
C  0.3768  1.0736  -7.1067
C  1.5263  0.0731  -6.8398
C  1.7576  0.2412  -5.3522
O  0.3773  0.4682  -4.8198
C  2.4241  1.6093  -5.0722
C  3.0839  1.6398  -3.6865
O  4.0768  2.2339  -3.4345
O  2.3982  0.8703  -2.7786
H  1.3897  3.3882  -5.9625
H  -0.9331  1.9601  -5.5554
H  0.6615  1.8795  -7.7808
H  -0.4965  0.5772  -7.5214
H  2.4318  0.2999  -7.3981
H  1.2293  -0.9467  -7.0694
H  2.2081  -0.6045  -4.8483
H  3.2068  1.8338  -5.7886

Atomic forces in eV per Å
-1.66 -1.43 1.67
-0.10 0.00 0.02
0.02 0.25 -0.07
0.10 -0.23 0.11
0.12 -0.03 0.10
0.11 0.10 -0.05
-0.28 0.09 -0.29
-0.74 -0.23 1.01
0.20 -0.37 -0.03
-0.06 0.05 -0.05
-0.05 0.06 0.10
0.00 0.12 0.12
-0.11 0.00 -0.22
0.06 -0.06 0.05
-0.10 -0.17 0.04
-0.11 0.03 0.41
0.02 0.03 -0.06
-0.01 -0.01 0.01
0.01 0.00 -0.02
0.03 -0.01 -0.01
0.05 0.29 -0.13
0.02 -0.08 -0.03
-0.05 -0.05 0.05
-0.05 -0.12 0.08
0.11 -0.18 -0.21
-0.01 0.07 0.07
-0.03 -0.03 -0.25
0.02 -0.06 0.53
0.06 0.02 -0.06
0.03 0.00 0.01
0.00 0.04 0.01
0.00 0.00 -0.02
-0.01 -0.07 0.05
0.00 -0.31 0.13
0.02 0.02 -0.03
0.03 0.00 -0.05
0.03 -0.02 -0.04
-0.01 0.03 -0.02
0.00 -0.01 -0.01
0.00 -0.02 0.04
-0.01 -0.01 0.02
-0.05 0.01 0.05
0.00 -0.04 0.04
0.02 -0.01 0.01
0.00 0.00 0.02
0.01 0.00 0.00
0.03 -0.01 0.02
0.00 0.00 -0.03
0.00 0.03 0.00
0.03 -0.01 0.02
-0.03 -0.01 0.02
-0.01 -0.01 -0.02
-0.01 0.05 0.00
0.01 -0.01 -0.01
-0.04 -0.01 0.02
-0.02 0.04 0.01
0.00 0.02 0.01
-0.03 0.01 0.02
0.00 0.00 0.02
-0.03 -0.02 -0.01
-0.01 0.04 0.02
0.01 0.00 -0.03
-0.04 -0.03 -0.01
0.00 0.02 -0.01
0.02 -0.03 0.03
-0.01 0.03 0.02
0.01 -0.02 0.02
0.02 0.00 -0.01
-0.03 0.01 0.03
0.03 0.00 0.03
-0.01 0.01 -0.02
-0.03 0.01 0.02
0.01 0.01 -0.01
-0.01 -0.03 0.00
0.04 0.00 0.03
0.00 -0.04 -0.02
0.00 0.02 -0.02
-0.19 0.34 -0.19
0.10 0.51 -0.59
0.11 1.27 -0.69
0.00 -0.28 0.21
0.44 0.19 -0.16
-0.02 -0.14 0.01
-0.15 -0.02 -0.01
0.15 0.34 -0.25
0.56 0.27 -0.52
-0.30 -0.08 0.01
-0.03 -0.19 -0.35
0.19 -0.05 0.24
1.77 0.18 -0.98
0.08 0.02 -0.03
-0.12 -0.05 0.12
-0.02 0.00 -0.01
0.00 -0.01 -0.03
0.01 -0.03 -0.01
-0.02 -0.02 -0.02
-0.05 -0.07 0.13
-0.01 0.08 -0.10

[2]
The following is a quantum chemistry calculation of a molecular structure, C35H48BCl3F4MoN3O3S2 at a distorted geometry, from the OMol25 dataset.

multiplicity	1
total charge	+1

Atoms and positions in Å:
Mo  -0.2607  0.2572  0.1828
Cl  2.5936  -6.6550  2.0131
C  1.9106  -5.1154  1.6302
C  0.7537  -4.7048  2.2670
C  0.1979  -3.4783  1.9415
Cl  -1.2310  -2.9785  2.7623
C  0.7832  -2.6568  0.9808
O  0.2333  -1.4732  0.6408
C  1.9707  -3.0832  0.3865
Cl  2.7729  -2.0633  -0.7546
C  2.5338  -4.3074  0.6941
H  0.2828  -5.3272  3.0138
H  3.4444  -4.6255  0.2082
C  -2.1868  3.7411  5.2724
C  -1.4802  2.6057  4.5808
C  -0.4740  1.8959  5.2252
C  0.1378  0.8099  4.6111
C  1.2421  0.0525  5.3018
C  -0.3108  0.4116  3.3600
C  -1.3231  1.0962  2.6881
C  -1.8638  2.2252  3.3006
N  -1.6823  0.6469  1.3860
C  -3.0861  0.4556  0.9041
C  -4.1726  0.9817  1.8398
C  -3.2182  1.1547  -0.4550
C  -3.3392  -1.0433  0.7031
H  -1.5533  4.2050  6.0275
H  -3.0822  3.3706  5.7759
H  -2.5006  4.5068  4.5630
H  -0.1622  2.1975  6.2198
H  0.9091  -0.3343  6.2656
H  2.1016  0.6999  5.4920
H  1.5777  -0.7911  4.6973
H  0.1344  -0.4675  2.9138
H  -2.5822  2.8351  2.7711
H  -4.2783  2.0641  1.7809
H  -3.9863  0.7011  2.8754
H  -5.1211  0.5370  1.5364
H  -2.9312  2.2035  -0.3890
H  -4.2494  1.0934  -0.8049
H  -2.5876  0.6737  -1.2183
H  -3.4202  -1.5508  1.6630
H  -2.5331  -1.5189  0.1351
H  -4.2736  -1.1908  0.1599
C  -3.1782  -1.9693  -4.9250
C  -1.9005  -1.9212  -5.7567
C  -0.7049  -1.3911  -4.9793
N  -0.9535  -0.0026  -4.5890
C  -0.5072  0.6051  -3.5070
S  0.5482  -0.2132  -2.4209
N  -0.8836  1.8863  -3.2410
C  -1.8121  2.7610  -3.8629
O  -2.3726  3.5659  -3.1675
C  -2.0205  2.6839  -5.3356
C  -3.3185  2.7983  -5.8242
C  -3.5432  2.7659  -7.1913
C  -2.4723  2.6470  -8.0683
C  -1.1724  2.5776  -7.5825
C  -0.9434  2.5993  -6.2154
H  -4.0054  -2.3634  -5.5142
H  -3.4700  -0.9778  -4.5723
H  -3.0515  -2.6148  -4.0536
H  -2.0560  -1.2995  -6.6449
H  -1.6504  -2.9217  -6.1116
H  0.1997  -1.4371  -5.5892
H  -0.5280  -1.9751  -4.0785
H  -1.4952  0.5444  -5.2445
H  -0.6369  2.2079  -2.3076
H  -4.1375  2.9044  -5.1249
H  -4.5520  2.8447  -7.5731
H  -2.6494  2.6261  -9.1355
H  -0.3383  2.5117  -8.2681
H  0.0698  2.5746  -5.8309
F  0.7520  4.5266  1.0840
B  -0.1791  4.3907  0.1579
F  0.1608  4.5151  -1.1145
F  -1.4419  4.2550  0.5071
F  -0.3824  2.0006  -0.5760
C  5.4990  1.4633  3.9837
C  4.7490  0.8776  2.7929
C  3.6548  1.8267  2.3167
S  2.7947  1.1678  0.8765
O  1.3137  1.4771  1.1589
C  3.2512  2.3900  -0.3535
C  4.6842  2.2359  -0.8489
C  4.9767  0.8636  -1.4537
H  6.2599  0.7704  4.3397
H  4.8181  1.6693  4.8116
H  5.9917  2.3990  3.7148
H  4.3039  -0.0820  3.0664
H  5.4513  0.6827  1.9775
H  4.0547  2.8106  2.0679
H  2.8614  1.9416  3.0591
H  3.0559  3.3673  0.0918
H  2.5334  2.2288  -1.1628
H  5.3859  2.4418  -0.0356
H  4.8482  3.0064  -1.6036
H  4.9807  0.0783  -0.6952
H  5.9496  0.8571  -1.9429
H  4.2227  0.6023  -2.2004

Atomic forces in eV per Å
0.31 1.12 -0.40
-0.01 0.04 0.00
0.01 0.00 0.00
-0.02 0.00 0.02
-0.01 -0.17 0.10
-0.02 0.03 -0.04
-0.06 0.38 -0.16
0.06 -0.19 0.10
0.11 -0.07 -0.07
-0.04 -0.06 0.00
0.02 -0.02 0.00
-0.01 -0.01 -0.01
0.00 0.01 0.01
0.07 0.00 -0.04
0.03 0.03 0.06
-0.01 0.05 -0.01
-0.05 -0.04 -0.02
-0.02 0.04 -0.04
0.01 -0.16 0.15
-0.22 0.21 0.33
-0.10 0.03 -0.21
1.01 -0.09 0.52
-0.19 -0.10 -0.18
0.08 0.05 0.06
0.06 0.09 0.11
0.08 0.02 0.13
0.00 0.01 -0.02
-0.01 0.02 0.00
0.01 0.00 0.00
0.00 -0.01 -0.01
0.02 -0.01 0.00
0.00 -0.01 0.02
0.00 -0.01 0.01
-0.06 -0.02 -0.03
-0.05 -0.04 0.02
0.01 -0.01 0.03
-0.02 -0.02 -0.01
-0.01 0.04 -0.02
0.00 0.00 -0.04
0.02 -0.06 -0.03
-0.03 0.00 -0.04
0.06 -0.04 -0.01
-0.02 -0.04 -0.02
0.02 0.00 -0.03
0.00 -0.04 -0.04
-0.08 0.08 0.09
0.03 0.00 -0.07
0.00 -0.10 -0.03
0.04 -0.03 0.17
-0.08 -0.08 -0.12
0.10 0.18 -0.14
-0.02 -0.14 0.03
-0.04 0.01 0.00
0.02 0.14 0.02
-0.02 -0.09 0.00
0.01 0.00 0.00
0.00 0.02 0.02
-0.01 0.00 0.00
0.04 -0.01 -0.02
-0.01 0.00 0.02
0.00 -0.01 0.01
0.00 0.02 0.01
0.02 -0.05 -0.03
0.02 0.02 -0.04
0.03 0.01 0.03
-0.02 0.02 0.03
-0.04 0.00 0.01
0.03 -0.04 0.03
0.00 0.02 -0.01
0.00 -0.01 0.00
0.00 0.00 0.00
0.00 0.03 0.00
-0.01 -0.07 0.01
0.02 -0.10 0.00
-0.08 0.02 -0.12
0.00 0.05 0.05
0.02 0.04 0.02
-0.12 -0.07 -0.35
-0.04 0.01 0.00
0.05 0.02 0.03
0.01 -0.07 0.10
0.08 -0.12 -0.09
-0.87 -0.74 0.30
-0.07 0.13 -0.18
0.08 -0.16 0.04
-0.06 0.02 0.01
0.01 0.01 0.00
0.01 0.00 0.00
0.00 -0.01 0.01
-0.01 -0.01 -0.04
-0.02 -0.03 -0.01
-0.06 0.03 0.02
0.01 0.04 0.00
-0.03 0.00 -0.02
0.01 -0.04 0.00
0.00 0.05 -0.02
-0.01 0.06 0.06
0.00 -0.01 -0.03
0.00 0.00 0.02
0.01 -0.01 0.00

For each record above, in turn, the calculated E_HOMO values are -0.5196, -0.3779 Eh.
For each record above, in turn, the calculated energy relative to the best compared isomer or geometry (same formula, charge and spin) values are 131.6, 146.1 kJ/mol.